The following is a quantum chemistry calculation of C3H7NOS in the gas phase, from the Open Molecules 2025 dataset.

```
13
Properties=species:S:1:pos:R:3:forces:R:3:mulliken_charge:R:1
C -0.0150 -0.2887 -0.0385 1.1 1.1 -2.3 -0.674
C 1.0359 0.6773 -0.8259 -2.7 1.7 0.1 -0.585
S 1.7150 -0.1666 -2.2625 0.3 -0.1 0.1 -0.217
C -0.4021 0.0891 1.4212 2.0 -3.1 1.9 0.648
N -1.6239 -0.5602 1.6616 0.6 1.5 -1.7 -0.445
O 0.3793 0.4302 2.3402 -2.3 -0.1 -2.8 -0.568
H -0.9236 -0.3042 -0.6526 -0.1 0.8 0.0 0.268
H 0.1997 -1.4070 -0.3051 0.5 1.8 1.6 0.357
H 0.4934 1.6430 -1.3062 0.8 -2.4 1.3 0.257
H 1.7634 1.1867 -0.1894 0.2 -0.8 0.1 0.371
H 1.1086 0.6467 -3.1174 0.0 -0.1 -0.4 0.133
H -1.6795 -1.0825 2.5080 -0.4 -0.2 0.4 0.228
H -2.0513 -0.8638 0.7666 0.1 -0.2 1.7 0.229
```
Positions in Å, forces in eV/Å.

E (eV): -17596.2848
SMILES string: NC(=O)CCS
ΔE to the lowest compared entry with this formula, charge and spin (eV): 1.645